Molecular formula: C28H21BrN2O3SiV
Method: DFT, wB97M-V/def2-TZVPD

Atoms and positions in Å:
V -1.43481 0.95682 -0.29171
Br -1.12382 -5.30341 -4.27658
C -1.32850 -3.59720 -3.50419
C -1.26361 -2.46028 -4.31621
C -1.39594 -1.19873 -3.77617
C -1.57952 -1.05927 -2.40523
O -1.67188 0.14968 -1.86073
C -1.66386 -2.19365 -1.58513
C -1.87506 -2.07218 -0.17788
N -1.93087 -0.96126 0.48861
C -2.12055 -1.01580 1.89752
C -2.68673 -2.03177 2.61794
C -2.76806 -1.93935 4.02389
C -2.29969 -0.84197 4.68892
C -1.74373 0.23880 3.96509
C -1.26342 1.43102 4.55388
C -0.76946 2.42842 3.76174
C -0.75135 2.25768 2.36922
N -1.19147 1.15574 1.79104
C -1.67481 0.14246 2.56775
C -1.53892 -3.47288 -2.15418
H -1.10183 -2.57652 -5.37932
H -1.33620 -0.31315 -4.39280
H -1.96995 -3.00889 0.36873
H -3.09526 -2.90585 2.12850
H -3.21662 -2.75460 4.57420
H -2.36569 -0.77785 5.76701
H -1.29525 1.54089 5.63076
H -0.39191 3.35021 4.17913
H -0.36788 3.02417 1.70860
H -1.60224 -4.35128 -1.52456
C 2.16864 -0.63107 -4.61154
C 2.26485 -1.61713 -3.64151
C 1.90068 -1.33565 -2.33148
C 1.43604 -0.06685 -1.97643
C 1.33201 0.91328 -2.96891
C 1.70149 0.63426 -4.27503
Si 0.96567 0.25469 -0.21131
C 1.96395 1.48814 0.73854
C 2.28715 1.20830 2.06965
C 3.00383 2.11748 2.83373
C 3.40271 3.32382 2.27480
C 3.09455 3.61469 0.95179
C 2.38184 2.70321 0.18822
H 2.45859 -0.84612 -5.63194
H 2.62804 -2.60312 -3.90111
H 1.98512 -2.11350 -1.58032
H 0.94793 1.89753 -2.72486
H 1.62547 1.40315 -5.03303
H 0.96114 -1.02274 0.54516
H 1.98454 0.26472 2.51308
H 3.25824 1.88262 3.85925
H 3.96503 4.03432 2.86652
H 3.41509 4.55098 0.51440
H 2.15288 2.94361 -0.84272
O -1.93107 2.64009 -0.52970
O -0.53551 2.52127 -0.53313

Summary:
LUMO level ... -4.28 eV
Energy relative to the best compared isomer or geometry (same formula, charge and spin) ... 0.00 kcal per mole
Charge ... +1
Strongest force on any atom ... 0.002 Eh/bohr
HOMO level ... -0.4227 hartree
E_tot ... -142101.292 eV

Here are the Löwdin charges for atoms 1 to 5, given in e: 0.9150, 0.7905, -0.6800, -0.0738, 0.0251



Molecular formula: C28H21BrN4O8SSr
Method: DFT, wB97M-V/def2-TZVPD

Atoms and positions in Å:
Sr 1.22891 -0.20420 -0.40766
O 1.51470 -2.29860 0.95256
C 2.57408 -3.00278 1.05862
C 2.50220 -4.41708 1.22128
C 3.62373 -5.21311 1.31446
C 4.90341 -4.66660 1.28541
C 5.01372 -3.28595 1.18040
C 3.91465 -2.43541 1.08050
C 4.23282 -0.99132 1.07489
N 3.36248 -0.06759 0.99898
N 3.79047 1.26447 0.98733
C 2.76412 2.09337 0.90131
O 1.51637 1.87388 0.93372
C 3.18345 3.53392 0.73003
C 4.35669 4.03908 1.28206
C 4.69548 5.37375 1.11240
C 3.87495 6.21190 0.36830
C 2.71411 5.70628 -0.20174
C 2.36417 4.37728 -0.01478
H 1.50551 -4.84379 1.24297
H 3.50181 -6.28895 1.41404
H 5.78622 -5.29038 1.35289
H 6.00000 -2.82882 1.18292
H 5.28847 -0.71435 1.18367
H 4.99635 3.36314 1.83383
H 5.60822 5.76069 1.55264
H 4.14701 7.25192 0.22348
H 2.08391 6.34687 -0.80759
H 1.47329 3.96184 -0.46645
O 1.95935 2.14512 -3.41823
S 1.46388 0.78450 -3.24999
O 1.19162 0.08876 -4.51250
O 2.45713 -0.03419 -2.43650
O 0.20734 0.79252 -2.39503
C 0.59859 -2.77837 -2.78519
O -0.10904 -2.17841 -1.69263
C -1.44128 -2.19566 -1.68971
C -2.18382 -3.02530 -2.51254
C -3.57479 -2.99741 -2.47185
Br -4.54301 -4.15164 -3.62802
C -4.24575 -2.16014 -1.63001
C -3.51378 -1.32465 -0.76861
C -2.11231 -1.34346 -0.76612
O -1.38373 -0.61448 0.08475
C -4.23037 -0.39281 0.10061
N -3.66368 0.45885 0.92135
C -4.69410 1.16326 1.51958
C -4.64727 2.18390 2.46447
C -5.84808 2.71945 2.89067
C -7.07215 2.25391 2.38933
C -7.13202 1.24172 1.44825
C -5.92086 0.70811 1.02510
N -5.59814 -0.28103 0.11785
H 0.09717 -2.52907 -3.71989
H 0.68098 -3.85260 -2.60694
H 1.57394 -2.29506 -2.80249
H -1.67612 -3.68738 -3.19581
H -5.32699 -2.15157 -1.63962
H -1.98733 0.00024 0.57852
H -3.69568 2.53864 2.83606
H -5.84736 3.51760 3.62149
H -7.99098 2.70245 2.74572
H -8.08026 0.89083 1.06126
H -6.23240 -0.80609 -0.45380

Summary:
LUMO level ... 3.39 eV
Energy relative to the best compared isomer or geometry (same formula, charge and spin) ... 23.85 kcal per mole
Charge ... -2
Strongest force on any atom ... 0.013 Eh/bohr
HOMO level ... -0.0621 hartree
E_tot ... -133437.128 eV

Here are the Löwdin charges for atoms 1 to 5, given in e: 1.5744, -0.2083, -0.4123, -0.0551, -0.1537



Molecular formula: C28H21FN3O7Os
Method: DFT, wB97M-V/def2-TZVPD

Atoms and positions in Å:
Os -1.97688 1.16232 0.71944
C 4.04846 -3.27654 1.87456
C 4.22997 -2.25682 0.76278
C 5.50287 -1.44598 0.94832
C 5.71713 -0.53970 -0.25355
C 4.50034 0.31851 -0.48028
C 4.60435 1.53842 -1.10192
C 3.47244 2.32423 -1.32687
F 3.62916 3.50577 -1.92543
C 2.22993 1.92239 -0.94175
C 2.10067 0.69153 -0.28149
C 0.80910 0.25710 0.17074
O -0.22879 0.94514 -0.21251
C 0.74613 -0.87451 0.96382
C 1.88943 -1.63743 1.14045
N 3.07130 -1.31428 0.64990
C 3.22986 -0.10888 -0.03857
C -0.50607 -1.36545 1.60906
O -0.55756 -2.46336 2.09216
O -1.53254 -0.52427 1.61807
H 4.98839 -3.81098 1.99688
H 3.27949 -4.01475 1.64974
H 3.81361 -2.79153 2.82393
H 4.29487 -2.77762 -0.19633
H 6.34257 -2.13034 1.05473
H 5.42965 -0.85007 1.86242
H 5.89244 -1.14984 -1.14424
H 6.59146 0.09586 -0.12064
H 5.57175 1.90565 -1.42154
H 1.35862 2.53418 -1.12210
H 1.79498 -2.55854 1.69557
O -5.71049 2.34020 0.98745
C -4.82315 1.55028 0.95289
O -3.61492 1.72474 1.53225
C -4.88363 0.22936 0.23609
C -6.03725 -0.56656 0.25834
C -5.90852 -1.86164 -0.15551
C -4.66550 -2.33654 -0.63542
C -4.43901 -3.69656 -0.95942
C -3.21982 -4.10209 -1.41511
C -2.19812 -3.15196 -1.64718
C -2.39397 -1.83343 -1.36516
C -3.60422 -1.41519 -0.77291
N -3.73536 -0.15078 -0.27927
H -6.96804 -0.15049 0.61482
H -6.75023 -2.54234 -0.11725
H -5.24730 -4.40377 -0.82057
H -3.03685 -5.14674 -1.62555
H -1.25232 -3.48496 -2.05470
H -1.63508 -1.08798 -1.58139
O -0.73575 3.10157 1.79100
C -1.08888 3.66492 0.74944
C -0.71919 5.02183 0.22122
C -1.41694 5.06623 -1.14956
C -2.09790 3.70989 -1.31346
O -2.68829 3.29029 -2.26365
N -1.87794 2.99095 -0.12442
H 0.36660 5.09482 0.15794
H -1.05842 5.79104 0.91364
H -0.72513 5.19711 -1.98014
H -2.17151 5.84762 -1.21975

Summary:
LUMO level (alpha / beta) ... -3.70 / -5.15 eV
Multiplicity ... 5
Energy relative to the best compared isomer or geometry (same formula, charge and spin) ... 0.00 kcal per mole
Charge ... +1
Strongest force on any atom ... 0.016 Eh/bohr
HOMO level (alpha / beta) ... -0.4271 / -0.4358 hartree
E_tot ... -53360.144 eV
⟨S²⟩ ... 6.015

Here are the Löwdin charges for atoms 1 to 5, given in e: 1.9682, -0.0357, -0.2804, -0.1349, -0.1152